1.
Computed, not measured: a cluster of 2 separate species, C9H16N6 in total, with the ωB97M-V functional and the def2-TZVPD basis.

```
31
Properties=species:S:1:pos:R:3:forces:R:3
C 1.658 -2.657 -0.950 -1.49 -0.76 -1.88
C 2.285 -1.807 -0.107 -2.64 1.49 -0.07
C 0.440 -2.078 -1.306 -0.21 2.29 0.77
C 1.213 2.200 -0.658 -1.02 -2.06 -0.94
C 1.283 0.403 1.187 -0.19 -0.23 -3.51
C 1.948 1.676 0.499 3.10 -1.00 1.28
C -0.421 0.292 -0.494 -1.49 0.38 1.97
C -4.915 -1.181 0.162 1.96 4.30 -2.34
C -3.469 -1.127 0.123 -1.26 1.13 -0.47
N 1.468 -0.757 0.118 0.87 -0.79 -0.08
N 0.361 -0.905 -0.604 0.98 -1.16 -1.12
N 0.262 1.405 -1.171 0.18 1.37 -0.18
N -0.162 0.459 0.989 -0.13 0.16 0.13
N 1.750 0.033 2.407 1.87 -0.29 1.39
N 1.511 3.310 -1.279 3.25 2.09 2.24
H 1.953 -3.553 -1.443 0.70 -0.50 0.18
H 3.209 -1.793 0.274 3.28 -0.39 1.59
H -0.306 -2.244 -2.074 0.18 -0.44 0.26
H 3.061 1.481 0.190 -1.97 -0.06 0.18
H 2.154 2.430 1.256 -0.59 0.34 0.18
H -5.366 -0.462 -0.599 0.29 -1.08 1.09
H -5.247 -0.852 1.143 0.11 0.69 0.94
H -5.293 -2.114 0.209 -1.23 -3.54 -0.20
H -2.950 -1.933 0.593 0.70 -0.41 0.27
H -2.871 -0.294 -0.389 -0.43 -1.07 0.78
H -0.313 1.847 -1.884 0.27 -0.34 -0.11
H -0.472 1.344 1.358 -0.53 0.20 0.04
H 2.800 -0.089 2.445 -1.79 0.32 0.19
H 1.258 -0.750 2.863 0.27 0.67 -0.47
H 2.278 4.003 -0.949 -1.82 -1.93 -0.54
H 0.893 3.713 -1.910 -1.22 0.62 -1.56
```
Positions in Å, forces in eV/Å.

## Properties
DFT total energy: -680.30315 a.u.
net charge: +2
spin multiplicity: 1
energy above the lowest of the compared OMol25 structures with the same formula, charge and spin: 86.6 kcal per mole

2.
Computed, not measured: an isolated molecule of C4H5NO2S, with the ωB97M-V functional and the def2-TZVPD basis.

```
13
Properties=species:S:1:pos:R:3:forces:R:3
C 1.077 1.731 0.354 -0.62 0.74 0.27
C 0.818 0.292 0.073 1.57 0.12 0.22
S 2.101 -0.690 -0.187 -0.11 -0.14 -0.10
N -0.484 -0.116 0.088 -1.19 0.59 0.10
C -1.612 0.800 0.095 -0.30 -1.11 -1.38
O -1.633 1.874 -0.441 0.21 -0.49 0.81
C -0.788 -1.498 0.103 0.58 -0.22 0.08
O -1.893 -1.941 0.047 -0.50 0.05 0.00
H 0.208 2.212 0.824 0.54 -0.08 0.06
H 1.981 1.866 0.966 -0.32 -0.15 -0.48
H 1.168 2.219 -0.619 0.27 0.15 0.14
H -2.491 0.229 0.440 0.07 0.54 0.24
H 0.136 -2.090 0.159 -0.20 -0.02 0.05
```
Positions in Å, forces in eV/Å.

## Properties
DFT total energy: -758.82727 a.u.
SMILES: CC(=S)N(C=O)C=O
net charge: 0
spin multiplicity: 1
energy above the lowest of the compared OMol25 structures with the same formula, charge and spin: 33.2 kcal per mole

3.
Computed, not measured: a structure of composition C29H36N6O4S5Tc, with the ωB97M-V functional and the def2-TZVPD basis.

```
81
Properties=species:S:1:pos:R:3:forces:R:3
Tc -0.207 0.485 0.006 0.26 0.09 0.10
S -0.177 -0.112 2.218 0.24 0.22 -0.43
C -0.834 -1.704 2.331 -0.02 0.08 -0.25
N -1.094 -2.228 3.481 -0.26 -0.22 0.27
C -1.850 -3.492 3.554 -0.07 0.03 0.07
C -1.421 -4.429 2.467 0.07 -0.02 -0.10
N -1.445 -3.747 1.150 0.23 -0.28 0.04
C -1.807 -4.577 -0.028 0.02 -0.02 0.19
C -1.087 -5.907 -0.107 0.39 0.09 0.10
C -1.830 -7.094 -0.107 0.04 0.29 -0.07
C -1.177 -8.290 -0.235 0.57 -0.21 -0.06
C 0.272 -8.318 -0.389 -0.37 0.03 0.04
C 1.024 -7.121 -0.378 0.00 -0.38 -0.02
C 0.366 -5.943 -0.244 -0.59 0.29 0.07
C -1.126 -2.471 1.070 -0.07 0.10 -0.15
S -1.049 -1.650 -0.412 -0.17 -0.05 -0.12
C -0.789 -1.581 4.796 0.02 -0.14 0.25
C -0.036 -2.535 5.682 -0.03 0.07 -0.05
C -0.602 -2.982 6.868 -0.10 0.01 0.08
C 0.142 -3.777 7.730 -0.11 -0.03 0.07
C 1.435 -4.142 7.394 0.09 -0.06 0.01
C 1.994 -3.717 6.194 0.04 -0.06 -0.07
C 1.260 -2.912 5.339 0.12 0.01 -0.12
H -2.914 -3.256 3.489 -0.02 0.08 0.00
H -1.656 -3.945 4.524 0.05 0.02 0.06
H -2.109 -5.272 2.435 -0.05 -0.02 -0.06
H -0.415 -4.813 2.653 0.03 0.02 -0.05
H -1.589 -4.015 -0.936 0.02 0.03 -0.06
H -2.883 -4.749 0.004 -0.04 0.06 0.04
H -2.910 -7.071 -0.018 0.04 0.02 0.02
H -1.733 -9.222 -0.216 0.13 -0.01 -0.04
H 0.775 -9.271 -0.524 -0.09 0.03 0.02
H 2.100 -7.150 -0.496 -0.06 -0.06 -0.01
H 0.924 -5.012 -0.266 -0.10 0.02 0.03
H -1.739 -1.293 5.251 -0.06 -0.04 -0.12
H -0.211 -0.681 4.620 0.01 0.06 -0.14
H -1.614 -2.697 7.139 0.08 0.05 0.01
H -0.287 -4.097 8.670 0.00 -0.02 -0.03
H 2.014 -4.757 8.071 0.00 0.03 -0.01
H 3.006 -4.000 5.936 -0.02 0.01 0.02
H 1.711 -2.554 4.414 -0.02 0.01 0.12
S 1.878 1.481 0.283 -0.11 0.00 0.32
C 2.442 2.027 -1.278 -0.11 -0.18 -0.09
N 3.179 3.084 -1.379 0.21 0.27 -0.13
C 3.573 3.531 -2.732 -0.05 -0.10 -0.01
C 3.116 2.444 -3.723 -0.06 0.01 0.09
S 2.118 1.241 -2.760 -0.07 -0.10 0.01
H 3.451 3.623 -0.563 0.00 0.01 0.03
H 4.649 3.674 -2.767 0.08 -0.03 0.05
H 3.097 4.487 -2.934 -0.08 0.06 0.03
H 3.944 1.896 -4.157 0.06 -0.04 0.00
H 2.495 2.843 -4.519 -0.02 0.04 -0.02
C -9.453 2.265 -0.353 -0.13 0.02 -0.14
C -8.369 2.106 -1.412 0.17 0.10 0.21
S -6.730 2.164 -0.698 0.32 -0.35 0.28
O -6.004 0.938 -1.009 0.00 0.26 0.12
O -6.782 2.576 0.689 0.11 -0.06 -0.18
C -5.866 3.464 -1.581 0.08 -0.08 0.22
C -4.586 3.852 -0.832 -0.24 -0.19 -0.27
N -3.442 2.918 -1.047 -0.04 0.30 0.10
C -2.937 2.078 -0.132 0.05 -0.07 -0.23
N -1.855 1.468 -0.658 0.08 -0.10 0.08
C -1.648 1.969 -1.936 0.12 -0.37 0.16
C -2.614 2.867 -2.157 -0.40 0.16 -0.03
N -2.740 3.681 -3.354 0.16 0.50 0.09
O -3.802 4.222 -3.555 0.14 -0.15 -0.06
O -1.724 3.783 -4.010 -0.27 -0.26 0.03
C -3.459 1.827 1.233 -0.02 0.11 -0.11
H -10.410 2.368 -0.859 -0.08 -0.04 -0.06
H -9.305 3.156 0.251 0.08 0.01 0.02
H -9.513 1.399 0.301 0.08 0.00 0.03
H -8.382 2.914 -2.147 -0.14 -0.08 -0.05
H -8.395 1.146 -1.924 -0.10 0.03 -0.09
H -6.517 4.338 -1.616 0.03 0.03 0.00
H -5.683 3.102 -2.589 0.01 0.12 -0.03
H -4.773 3.894 0.238 -0.02 -0.06 0.04
H -4.273 4.836 -1.160 0.15 0.07 -0.06
H -0.872 1.640 -2.614 0.00 0.05 0.08
H -3.653 2.755 1.771 0.03 0.00 -0.02
H -2.736 1.238 1.797 -0.03 0.03 -0.03
H -4.401 1.289 1.164 -0.19 -0.07 -0.01
```
Positions in Å, forces in eV/Å.

## Properties
<S²>: 3.80
DFT total energy: -3826.37318 a.u.
net charge: +4
spin multiplicity: 4

4.
Computed, not measured: an isolated molecule of C3HF6P, with the ωB97M-V functional and the def2-TZVPD basis.

```
11
Properties=species:S:1:pos:R:3:forces:R:3
F 3.838 0.008 -0.394 0.99 0.44 -0.36
C 2.716 -0.416 0.072 -1.16 0.71 -0.44
F 2.865 -1.294 1.003 0.19 -0.78 0.54
C 1.524 0.019 -0.318 -1.52 -0.46 0.64
F 1.307 1.019 -1.193 1.03 0.29 -0.49
P -0.133 -0.593 0.127 1.07 0.94 0.31
F -0.368 -0.570 1.680 -0.61 0.94 0.21
C 0.133 -2.365 0.133 0.05 -0.76 -1.67
F 1.078 -2.702 -0.814 -0.86 -0.43 0.42
F -0.958 -3.146 -0.071 0.79 0.13 0.26
H -0.766 0.702 -0.231 0.03 -1.03 0.58
```
Positions in Å, forces in eV/Å.

## Properties
DFT total energy: -1055.33683 a.u.
SMILES: FC(F)=C(F)[P@H](F)=C(F)F
net charge: 0
spin multiplicity: 1
energy above the lowest of the compared OMol25 structures with the same formula, charge and spin: 71.3 kcal per mole

5.
Computed, not measured: a cluster of 12 separate species, CH26O12 in total, with the ωB97M-V functional and the def2-TZVPD basis.

```
39
Properties=species:S:1:pos:R:3:forces:R:3
O 1.378 -2.227 -0.133 -2.98 1.13 -0.37
H 1.135 -1.483 0.511 1.05 1.40 -0.62
H 1.839 -2.833 0.416 0.78 -1.37 0.95
H 0.326 -2.503 -0.222 0.90 -0.28 -0.67
C -0.041 0.748 -0.296 0.26 -3.08 0.41
O 1.015 0.385 0.520 0.04 -0.68 0.99
H -0.034 1.771 -0.455 -0.17 2.39 -0.17
H -1.022 0.395 0.160 0.65 0.42 -0.85
H 0.138 0.276 -1.291 -0.87 0.04 0.19
O 3.301 -0.158 1.762 -0.76 3.24 -10.83
H 2.437 0.160 1.333 1.37 -0.80 1.33
H 3.340 -0.419 2.555 -0.41 -2.75 9.48
O -1.109 -2.730 -0.651 0.45 -3.19 1.20
H -1.513 -3.548 -0.191 1.09 1.91 -1.04
H -1.869 -2.164 -0.753 -0.83 1.02 0.31
O 0.302 -2.590 2.408 -6.27 0.68 -8.01
H 0.802 -2.966 2.960 6.17 -3.88 7.13
H 0.248 -1.678 2.422 0.04 3.09 1.22
O 2.453 0.658 -2.639 -0.87 1.41 0.30
H 1.687 0.763 -1.999 1.64 0.14 -1.18
H 2.638 1.555 -3.039 -0.56 -1.52 0.88
O -0.087 0.130 2.965 -2.79 -1.96 2.67
H 0.296 0.310 2.170 1.76 0.70 -4.86
H 0.393 0.727 3.479 1.01 1.46 2.05
O -2.183 2.785 0.856 -2.84 1.86 0.18
H -2.533 2.699 1.748 -0.50 0.45 0.08
H -1.485 2.218 0.937 3.28 -2.24 -0.12
O -1.215 -0.813 -4.194 2.32 1.75 2.51
H -0.995 -0.437 -3.259 -0.35 -0.69 -2.67
H -2.037 -1.208 -4.032 -1.98 -0.99 0.07
O 1.970 2.881 1.245 -2.16 -3.08 0.11
H 2.805 3.036 0.839 1.02 -0.11 -0.49
H 1.699 1.839 1.050 0.92 3.20 0.19
O -1.586 2.144 -2.497 -1.08 0.67 -3.71
H -1.209 2.933 -2.939 -0.51 -0.74 0.12
H -1.190 2.172 -1.686 1.34 0.12 3.42
O -3.317 -1.293 -0.133 0.49 2.03 -3.07
H -3.539 -1.123 0.775 -0.08 0.72 0.45
H -3.236 -0.415 -0.704 -0.57 -2.45 2.43
```
Positions in Å, forces in eV/Å.

## Properties
DFT total energy: -956.38440 a.u.
net charge: 0
spin multiplicity: 1
energy above the lowest of the compared OMol25 structures with the same formula, charge and spin: 133.7 kcal per mole

6.
Computed, not measured: a structure of composition C4H8S, with the ωB97M-V functional and the def2-TZVPD basis.

```
13
Properties=species:S:1:pos:R:3:forces:R:3
C 0.678 -0.664 0.412 -1.52 -0.94 -1.84
C -0.157 -0.482 -0.896 3.84 -4.11 -1.81
C -0.588 0.794 -1.136 -0.12 6.14 3.41
C -0.022 0.030 1.570 2.18 2.23 -0.54
H 0.723 -1.776 0.435 0.75 0.84 0.67
H 1.555 -0.184 0.083 1.74 0.26 0.79
H -0.928 -1.215 -0.724 -0.40 -0.62 -1.41
H 0.861 -0.493 -1.847 -3.32 -1.51 2.24
H 0.298 1.424 -1.328 -0.52 0.22 0.15
H -1.427 1.293 -1.566 -0.78 -0.92 -1.05
H 0.856 0.659 2.090 -2.42 -1.75 -0.22
H -0.693 -0.607 2.109 0.43 -0.39 0.98
S -1.156 1.221 0.797 0.13 0.55 -1.35
```
Positions in Å, forces in eV/Å.

## Properties
DFT total energy: -555.27898 a.u.
net charge: 0
spin multiplicity: 1
energy above the lowest of the compared OMol25 structures with the same formula, charge and spin: 57.1 kcal per mole

7.
Computed, not measured: an isolated molecule of C9H13N3O2, with the ωB97M-V functional and the def2-TZVPD basis.

```
27
Properties=species:S:1:pos:R:3:forces:R:3
H -5.050 0.942 0.624 0.63 0.10 -0.79
N -4.360 0.927 -0.158 -1.08 -0.53 0.92
C -3.446 0.066 0.101 -0.40 1.00 0.57
N -3.177 -0.624 1.245 1.30 -1.17 0.63
N -2.496 -0.157 -0.867 -0.96 0.35 -2.65
C -1.160 -0.324 -0.570 2.63 1.22 -0.34
C -0.611 -1.488 -0.123 -0.43 -2.62 -0.18
C 0.770 -1.636 0.165 -1.77 0.38 0.31
C 1.559 -0.524 0.064 2.38 1.62 0.05
O 2.927 -0.530 0.415 0.32 -0.75 -0.87
C 3.832 -1.362 -0.400 -1.97 0.63 0.83
C 1.056 0.777 -0.301 -1.72 -0.85 -0.59
O 1.719 1.988 -0.242 -0.04 -2.38 0.81
C 2.748 1.958 0.783 -0.31 1.46 1.20
C -0.286 0.780 -0.711 0.14 0.27 0.73
H -3.784 -0.647 2.086 1.03 0.20 -1.30
H -2.205 -1.072 1.187 -2.41 0.65 1.06
H -2.701 0.370 -1.753 0.25 -0.61 1.59
H -1.315 -2.371 -0.127 1.08 0.81 0.27
H 1.093 -2.567 0.622 0.35 0.19 -0.40
H 4.776 -1.443 0.097 0.34 0.09 0.37
H 3.937 -1.059 -1.422 0.10 0.92 -0.53
H 3.317 -2.278 -0.457 -0.04 -1.67 -0.01
H 2.728 2.950 1.214 -0.64 0.50 0.40
H 3.695 2.076 0.258 0.39 -1.46 0.32
H 2.574 1.236 1.689 0.63 1.16 -2.32
H -0.774 1.697 -0.992 0.21 0.47 -0.10
```
Positions in Å, forces in eV/Å.

## Properties
DFT total energy: -665.41263 a.u.
SMILES: [H]/N=C(\N)Nc1ccc(OC)c(OC)c1
net charge: 0
spin multiplicity: 1
energy above the lowest of the compared OMol25 structures with the same formula, charge and spin: 35.8 kcal per mole

8.
Computed, not measured: a cluster of 2 separate species, CH8NO in total, with the ωB97M-V functional and the def2-TZVPD basis.

```
11
Properties=species:S:1:pos:R:3:forces:R:3
N 0.350 1.408 1.304 0.31 0.08 -0.47
H 0.957 1.106 2.076 -0.34 -0.08 -0.19
H 0.308 0.682 0.516 0.23 0.05 0.20
H 0.775 2.245 0.891 -0.15 -0.05 0.14
H -0.587 1.644 1.636 0.13 -0.06 0.10
C -0.783 -1.264 -0.784 0.47 0.00 -0.29
O 0.383 -0.398 -0.732 -0.46 -0.02 0.21
H -1.280 -1.224 0.181 0.08 -0.03 0.05
H -0.441 -2.276 -0.992 -0.21 -0.08 0.11
H -1.469 -0.934 -1.559 -0.05 0.03 -0.04
H 0.892 -0.516 -1.545 -0.02 0.15 0.19
```
Positions in Å, forces in eV/Å.

## Properties
DFT total energy: -172.63445 a.u.
net charge: +1
spin multiplicity: 1
energy above the lowest of the compared OMol25 structures with the same formula, charge and spin: 9.7 kcal per mole

9.
Computed, not measured: an isolated molecule of C19H28N2O4S, with the ωB97M-V functional and the def2-TZVPD basis.

```
54
Properties=species:S:1:pos:R:3:forces:R:3
C 4.407 -1.726 -2.549 0.08 0.14 -0.20
O 4.028 -2.489 -1.425 -0.14 -0.19 0.27
C 2.738 -2.464 -1.022 -0.20 0.02 0.06
C 1.729 -1.716 -1.628 0.32 -0.05 -0.08
C 0.443 -1.759 -1.118 -0.13 -0.01 0.06
C 0.159 -2.541 -0.019 -0.79 0.13 0.08
S -1.503 -2.572 0.644 0.13 -0.16 0.40
O -1.903 -3.927 0.878 0.24 -0.11 0.14
O -2.333 -1.738 -0.172 0.23 0.22 -0.06
N -1.373 -1.896 2.170 -0.19 -0.61 -0.65
C -0.615 -0.677 2.348 0.23 0.64 -0.33
C -1.257 0.481 1.583 0.10 0.14 0.50
C -2.705 0.706 2.019 0.00 -0.06 -0.48
C -3.284 1.904 1.272 0.14 0.06 0.32
C -2.408 3.136 1.488 -0.41 0.17 -0.28
N -1.044 2.865 1.074 -0.29 -0.01 0.29
C -0.525 3.544 0.022 0.49 0.01 0.16
O -1.153 4.430 -0.527 -0.14 0.20 -0.35
C 0.880 3.153 -0.435 -0.09 0.28 0.03
C 1.426 4.173 -1.451 -0.12 0.13 -0.02
C 1.272 3.499 -2.811 0.18 0.00 0.04
C 1.574 2.037 -2.504 -0.11 0.02 -0.05
C 0.838 1.799 -1.184 0.17 -0.14 0.03
C -0.452 1.770 1.800 0.16 -0.46 -0.14
C 1.147 -3.301 0.584 0.22 -0.07 0.00
C 2.432 -3.262 0.088 0.01 0.05 -0.05
H 5.472 -1.907 -2.679 -0.08 0.05 -0.03
H 3.873 -2.046 -3.448 0.00 0.01 0.04
H 4.238 -0.658 -2.384 -0.02 -0.03 0.00
H 1.933 -1.103 -2.491 0.05 0.07 -0.09
H -0.356 -1.196 -1.573 -0.06 0.12 -0.10
H -1.142 -2.624 2.826 -0.03 -0.20 0.08
H -0.605 -0.446 3.417 -0.01 -0.07 -0.05
H 0.430 -0.803 2.015 -0.09 0.06 0.11
H -1.258 0.235 0.519 0.08 0.16 -0.03
H -3.282 -0.192 1.801 -0.06 0.02 0.12
H -2.737 0.888 3.097 0.00 -0.02 0.13
H -4.296 2.113 1.617 -0.06 0.01 -0.05
H -3.327 1.675 0.206 -0.05 0.03 -0.09
H -2.768 3.982 0.900 0.05 -0.09 0.18
H -2.405 3.413 2.549 -0.01 0.01 -0.01
H 1.538 3.110 0.436 -0.06 -0.07 -0.02
H 0.868 5.106 -1.395 0.09 0.01 0.04
H 2.478 4.378 -1.247 0.04 -0.02 0.01
H 1.937 3.921 -3.564 -0.04 0.03 -0.08
H 0.243 3.600 -3.154 -0.07 0.03 -0.06
H 1.239 1.363 -3.291 0.06 -0.09 -0.05
H 2.650 1.905 -2.364 0.06 -0.04 -0.02
H 1.287 0.990 -0.607 -0.10 -0.04 0.02
H -0.199 1.530 -1.391 -0.06 -0.09 0.01
H 0.583 1.620 1.504 0.02 0.05 0.03
H -0.468 2.022 2.870 0.08 -0.04 -0.02
H 0.894 -3.927 1.426 0.06 -0.12 0.13
H 3.225 -3.841 0.534 0.08 -0.08 0.06
```
Positions in Å, forces in eV/Å.

## Properties
DFT total energy: -1549.47101 a.u.
SMILES: COc1ccc(S(=O)(=O)NC[C@H]2CCCN(C(=O)C3CCCC3)C2)cc1
net charge: 0
spin multiplicity: 1
energy above the lowest of the compared OMol25 structures with the same formula, charge and spin: 32.8 kcal per mole